P:
{"formula": "C3H7N2O2S", "method": "ωB97M-V with the def2-TZVPD basis set", "species": ["C", "C", "C", "N", "N", "O", "O", "S", "H", "H", "H", "H", "H", "H", "H"], "positions_angstrom": [[0.20194, -0.54454, -1.32321], [0.70745, 0.92372, -1.52940], [1.06678, 0.19612, -0.29804], [0.59174, -0.45870, 1.85810], [0.55079, 0.67889, 1.02696], [-2.39911, -0.63248, 0.04221], [-2.17379, 0.07288, 2.44721], [-2.24122, 0.54864, 1.03421], [-0.81297, -0.66333, -1.12547], [0.79355, -1.30519, -1.90433], [1.52393, 1.09129, -2.21949], [-0.14533, 1.55669, -1.74486], [2.13158, 0.02387, -0.20492], [0.19568, -1.31581, 1.35800], [0.00896, -0.17205, 2.58304]], "mulliken_charge": [-0.51, -0.65, -0.10, -0.52, -0.38, -0.63, -0.59, 0.37, 0.35, 0.17, 0.24, 0.26, 0.36, 0.29, 0.36], "e_lumo_ha": [0.14639, 0.14491], "e_homo_ev": [-2.12, -3.78], "total_charge": -1, "homo_lumo_gap_ev": [6.10, 7.72]}

Q:
{"formula": "C3H7N2O2S", "method": "ωB97M-V with the def2-TZVPD basis set", "species": ["C", "C", "C", "N", "N", "O", "O", "S", "H", "H", "H", "H", "H", "H", "H"], "positions_angstrom": [[2.29218, -0.34329, 0.25497], [0.28350, -0.60980, -1.36462], [0.78565, 0.04237, -0.13078], [-1.32890, -0.13497, 1.20956], [0.14529, -0.31428, 1.13936], [2.69092, -1.40057, -0.27825], [2.69423, 0.42509, 1.15543], [0.81426, 1.87763, -0.42821], [-0.69134, -0.40243, -1.68069], [0.85288, -0.09633, -2.18409], [0.59438, -1.59110, -1.35877], [-1.65996, 0.84423, 0.88030], [-1.70478, -0.90772, 0.58467], [0.63194, 0.41062, 1.72816], [2.11510, 2.07664, -0.29902]], "mulliken_charge": [0.33, -1.70, 0.80, -0.57, -0.41, -0.74, -0.71, -0.30, 0.51, 0.33, 0.42, 0.27, 0.26, 0.38, 0.14], "e_lumo_ha": 0.12521, "e_homo_ev": -4.32, "total_charge": -1, "homo_lumo_gap_ev": 7.72, "smiles": "C[C@@](S)(NN)C(=O)[O-]"}

Ordering by calculated energy gives the sequence Q, P, with the first entry being the most stable.

P:
{"formula": "C4H4N4", "method": "ωB97M-V with the def2-TZVPD basis set", "species": ["C", "C", "C", "C", "H", "H", "H", "H", "N", "N", "N", "N"], "positions_angstrom": [[-1.08277, -0.15919, -0.07198], [0.28263, 1.59805, -0.27485], [1.36162, 0.77386, 0.41070], [1.52646, -0.54400, 0.45606], [-2.14973, 0.48700, 1.38169], [0.63591, 2.58451, -0.45591], [2.11951, 1.40120, 0.93876], [2.34561, -0.95442, 0.99273], [-1.81192, -0.43183, 0.94843], [-0.85725, 1.08963, -0.65045], [0.82701, -1.43847, -0.41106], [-0.36911, -1.15227, -0.74076]], "mulliken_charge": [0.66, 0.01, -0.19, -0.19, 0.26, 0.39, 0.28, 0.42, -0.64, -0.55, -0.08, -0.38], "e_lumo_ha": -0.02921, "e_homo_ev": -9.70, "total_charge": 0, "homo_lumo_gap_ev": 8.91, "smiles": "[H]/N=c1\\ncccnn1"}

Q:
{"formula": "C4H4N4", "method": "ωB97M-V with the def2-TZVPD basis set", "species": ["C", "C", "C", "C", "H", "H", "H", "H", "N", "N", "N", "N"], "positions_angstrom": [[1.43806, -0.82323, 0.01423], [-0.05265, 0.54353, -0.11528], [-1.22298, 1.22346, -0.04957], [-0.07199, -0.79084, -0.05160], [1.77174, -1.09550, 1.04267], [2.04939, -1.34770, -0.82268], [1.81490, 1.24679, 0.44755], [-1.30653, 2.29678, -0.11037], [1.34218, 0.66624, -0.19988], [-2.32878, 0.47747, 0.02096], [-2.28917, -0.85118, -0.07596], [-1.14416, -1.54583, -0.10006]], "mulliken_charge": [-0.12, 0.51, -0.49, 0.35, 0.23, 0.22, 0.25, 0.43, -0.44, -0.23, -0.49, -0.24], "e_lumo_ha": 0.01401, "e_homo_ev": -9.61, "total_charge": 0, "homo_lumo_gap_ev": 9.99}

Ordering by calculated energy gives the sequence P, Q, with the first entry being the most stable.

P:
{"formula": "C5H9N2O", "method": "ωB97M-V with the def2-TZVPD basis set", "species": ["C", "C", "C", "C", "C", "N", "N", "O", "H", "H", "H", "H", "H", "H", "H", "H", "H"], "positions_angstrom": [[-1.99495, -0.27961, -0.03196], [-1.08434, -1.16079, 0.45634], [-0.85249, 1.69837, -0.21398], [0.72726, 0.37099, 0.16833], [1.06251, -0.15206, -1.16278], [-1.88605, 1.05242, -0.19825], [0.20103, -0.75269, 1.00514], [1.55084, 1.18650, 0.90698], [-2.96840, -0.61464, -0.27919], [-1.22694, -2.23190, 0.48100], [-0.33007, 2.64945, -0.30077], [2.12349, -0.59407, -1.22416], [0.94203, 0.61292, -1.96665], [0.28214, -0.96159, -1.26558], [0.05504, -0.43210, 1.93245], [0.86351, -1.45232, 0.95707], [2.53539, 1.06111, 0.73600]], "mulliken_charge": [-0.05, -0.63, 0.28, 0.04, -1.03, -0.53, 0.07, -0.53, 0.47, 0.41, 0.38, 0.39, 0.31, 0.39, 0.34, 0.32, 0.37], "e_lumo_ha": -0.16515, "e_homo_ev": -12.82, "total_charge": 1, "homo_lumo_gap_ev": 8.33}

Q:
{"formula": "C5H9N2O", "method": "ωB97M-V with the def2-TZVPD basis set", "species": ["C", "C", "C", "C", "C", "N", "N", "O", "H", "H", "H", "H", "H", "H", "H", "H", "H"], "positions_angstrom": [[1.72820, -0.80209, 0.63132], [1.07721, 0.51153, 0.57715], [-0.67209, -1.35701, -0.10712], [-2.50246, 0.30676, 0.08901], [1.26205, 1.37922, -0.67178], [-1.93862, -0.96890, -0.28903], [0.36687, -0.71026, 0.30329], [-2.06605, 1.12415, 0.80605], [2.56611, -0.97034, -0.07641], [1.83419, -1.11105, 1.65822], [0.91438, 1.08144, 1.50139], [-0.52534, -2.47512, -0.39734], [-3.48496, 0.45307, -0.37706], [1.16510, 0.98117, -1.59798], [2.23395, 1.83884, -0.49807], [0.63609, 2.34054, -0.69520], [-2.59462, -1.62196, -0.85644]], "mulliken_charge": [-0.46, 0.30, 0.09, -0.06, -1.48, -0.11, -0.01, -0.35, 0.29, 0.28, 0.29, 0.32, 0.39, 0.46, 0.39, 0.33, 0.33], "e_lumo_ha": -0.15651, "e_homo_ev": -15.13, "total_charge": 1, "homo_lumo_gap_ev": 10.87, "smiles": "C[C@@H]1C/[N+]1=C/NC=O"}

Ordering by calculated energy gives the sequence Q, P, with the first entry being the most stable.

P:
{"formula": "C5H9N2O", "method": "ωB97M-V with the def2-TZVPD basis set", "species": ["C", "C", "C", "C", "C", "N", "N", "O", "H", "H", "H", "H", "H", "H", "H", "H", "H"], "positions_angstrom": [[0.32996, -0.58649, -1.45929], [-0.70586, -0.09020, 0.61444], [-2.56595, 0.72023, 1.95612], [2.57153, -0.49348, -2.25166], [-1.00717, 0.43817, 1.85574], [-0.55671, -0.35898, -0.52536], [1.63317, -0.38123, -1.12443], [1.95704, -0.02878, -0.00610], [-0.01644, -1.10155, -2.30624], [-2.91695, 1.60625, 1.48922], [-2.93505, 0.86402, 2.98781], [-2.89089, -0.15942, 1.53206], [2.03192, -1.30042, -2.86551], [2.69977, 0.46588, -2.89449], [3.54792, -0.87276, -1.90565], [-0.72285, -0.14228, 2.83184], [-0.45345, 1.42105, 2.07147]], "mulliken_charge": [-0.19, 0.51, -1.14, -0.66, -0.25, -0.07, 0.51, -0.58, 0.34, 0.34, 0.35, 0.38, 0.30, 0.27, 0.31, 0.30, 0.28], "e_lumo_ha": [-0.18558, -0.18565], "e_homo_ev": [-13.63, -13.64], "total_charge": 1, "homo_lumo_gap_ev": [8.58, 8.58], "smiles": "CCC#[N+]/C=[N+](/C)[O-]"}

Q:
{"formula": "C5H9N2O", "method": "ωB97M-V with the def2-TZVPD basis set", "species": ["C", "C", "C", "C", "C", "N", "N", "O", "H", "H", "H", "H", "H", "H", "H", "H", "H"], "positions_angstrom": [[1.07814, -1.32192, -0.66252], [0.39237, -1.50649, 0.51796], [-0.24282, -0.12490, 1.13615], [-1.80074, -0.16004, 1.02830], [1.00810, 1.75505, -1.59458], [0.12033, 0.95811, 0.42113], [0.72868, 0.77860, -0.61967], [1.64127, -1.57076, -1.62998], [-0.46755, -2.32631, 0.47443], [0.98019, -1.89753, 1.38905], [0.09571, -0.02849, 2.21901], [-2.27722, 0.72926, 1.41159], [-2.33609, -0.92307, 1.44219], [-2.19322, -0.20949, 0.05810], [0.71502, 2.66408, -1.13290], [0.46283, 1.53519, -2.54794], [2.09501, 1.64869, -1.91030]], "mulliken_charge": [0.79, -0.75, 0.48, -1.63, -0.78, -0.52, 0.31, -0.22, 0.34, 0.36, 0.31, 0.38, 0.49, 0.46, 0.38, 0.31, 0.28], "e_lumo_ha": -0.16661, "e_homo_ev": -14.40, "total_charge": 1, "homo_lumo_gap_ev": 9.87}

R:
{"formula": "C5H9N2O", "method": "ωB97M-V with the def2-TZVPD basis set", "species": ["C", "C", "C", "C", "C", "N", "N", "O", "H", "H", "H", "H", "H", "H", "H", "H", "H"], "positions_angstrom": [[-3.96329, -1.59613, 0.06558], [-1.68916, -0.40451, -0.16396], [1.52995, 2.09497, 0.08880], [1.11979, 1.12642, 0.85294], [3.19552, 0.06132, -0.16077], [-2.75886, -0.81025, 0.02760], [1.88012, 0.73443, -0.29040], [-0.60017, -0.00061, -0.36632], [-4.16373, -1.77509, -0.95204], [-3.93172, -2.50519, 0.63357], [-4.63636, -0.77667, 0.42137], [1.59443, 3.05262, -0.35678], [0.64229, 0.77164, 1.72068], [3.33096, -0.88482, -0.72882], [4.00607, 0.68739, -0.52432], [3.24382, -0.16819, 0.81944], [1.20032, 0.39268, -1.08656]], "mulliken_charge": [-0.63, 0.34, -0.06, -0.26, -0.83, -0.10, -0.08, -0.53, 0.31, 0.28, 0.28, 0.41, 0.43, 0.32, 0.31, 0.39, 0.44], "e_lumo_ha": -0.11906, "e_homo_ev": -13.91, "total_charge": 1, "homo_lumo_gap_ev": 10.67}

Ordering by calculated energy gives the sequence Q, R, P, with the first entry being the most stable.

P:
{"formula": "CH3FOS", "method": "ωB97M-V with the def2-TZVPD basis set", "species": ["C", "O", "F", "S", "H", "H", "H"], "positions_angstrom": [[-0.62390, 0.04982, 0.03126], [1.56124, 1.63734, -0.39357], [1.15284, -2.16537, 0.03337], [1.18764, 0.35977, 0.30718], [-0.98952, 0.36708, -0.86807], [-1.27322, 0.70397, 0.72630], [-1.01507, -0.95260, 0.16352]], "mulliken_charge": [-0.82, -0.36, -0.47, 0.63, 0.35, 0.31, 0.36], "e_lumo_ha": [-0.09495, -0.12256], "e_homo_ev": [-11.67, -10.09], "total_charge": 0, "homo_lumo_gap_ev": [9.09, 6.76]}

Q:
{"formula": "CH3FOS", "method": "ωB97M-V with the def2-TZVPD basis set", "species": ["C", "O", "F", "S", "H", "H", "H"], "positions_angstrom": [[-0.29523, -1.11442, -0.83667], [-0.21260, 0.28231, 1.38573], [-0.49319, 0.10704, -1.33461], [0.03565, 1.76622, 1.05956], [0.63703, -1.34803, -0.38442], [-1.24242, -1.63515, -0.79954], [1.57076, 1.94203, 0.90995]], "mulliken_charge": [-0.36, -0.39, -0.20, 0.18, 0.33, 0.28, 0.16], "e_lumo_ha": [-0.04755, 0.01921], "e_homo_ev": [-8.18, -9.45], "total_charge": 0, "homo_lumo_gap_ev": [6.88, 9.97]}

Ordering by calculated energy gives the sequence P, Q, with the first entry being the most stable.